{"formula": "C39H44BNO3S", "method": "the ωB97M-V functional and the def2-TZVPD basis", "homo_lumo_gap_ev": 7.2, "smiles": "Cc1ccc([C@@H](B2OC(C)(C)C(C)(C)O2)c2ccc(Oc3ccccc3)cc2)cc1.Cc1ccc(-c2ccc(N(C)C)cc2)s1", "homo_ev": -6.6, "total_energy_ev": -60302.595, "symbols": ["C", "C", "C", "C", "C", "B", "C", "C", "C", "C", "N", "C", "C", "C", "C", "O", "C", "C", "C", "C", "C", "C", "O", "S", "H", "H", "H", "H", "H", "H", "H", "H", "H", "H", "H", "H", "H", "H", "H", "H", "H", "H", "H", "H", "H", "H", "H", "H", "H", "H", "H", "C", "C", "C", "C", "C", "C", "C", "C", "C", "C", "O", "C", "C", "C", "C", "C", "C", "C", "C", "C", "C", "H", "H", "H", "H", "H", "H", "H", "H", "H", "H", "H", "H", "H", "H", "H", "H", "H"], "xyz": [[3.555334, 5.454254, 1.447649], [2.536739, 4.525766, 0.907776], [2.389486, 4.151716, -0.420608], [1.210119, 3.406059, -0.660852], [0.419758, 3.238000, 0.479667], [2.603620, -1.235007, 0.002594], [-1.013481, 3.180118, 0.468277], [-1.752908, 3.450949, 1.639824], [-3.130778, 3.506824, 1.607892], [-3.830517, 3.263893, 0.389061], [-5.186688, 3.153383, 0.375770], [-5.911845, 2.862377, -0.845857], [-5.972149, 3.305894, 1.587444], [-3.084117, 3.054815, -0.801504], [-1.712441, 3.007807, -0.755251], [2.753109, -1.632658, -1.289672], [4.186817, -1.453257, -1.525595], [4.785318, -2.836372, -1.718198], [4.323258, -0.653591, -2.806100], [4.717604, -0.740926, -0.193686], [6.053748, -1.192417, 0.344229], [4.707303, 0.793790, -0.270413], [3.732688, -1.144739, 0.789996], [1.373597, 3.694935, 1.896440], [4.127818, 5.878373, 0.616886], [3.122450, 6.282679, 2.022474], [4.238531, 4.892131, 2.093659], [3.067509, 4.488150, -1.203291], [0.909302, 3.075998, -1.651657], [-1.224755, 3.664230, 2.568492], [-3.687684, 3.728871, 2.517606], [-5.631669, 1.878272, -1.259868], [-6.980352, 2.864203, -0.614967], [-5.709906, 3.625624, -1.611843], [-5.922850, 4.336188, 1.972611], [-7.011036, 3.068440, 1.343973], [-5.621788, 2.628606, 2.378062], [-3.596317, 2.907076, -1.753717], [-1.152953, 2.848710, -1.676766], [5.820058, -2.754973, -2.073955], [4.766128, -3.421142, -0.788764], [4.207052, -3.381458, -2.474495], [5.366408, -0.378998, -3.000712], [3.977699, -1.267171, -3.646501], [3.709618, 0.254838, -2.773367], [6.863518, -0.796838, -0.277309], [6.178784, -0.805720, 1.359868], [6.130288, -2.279763, 0.383809], [5.564197, 1.165942, -0.849341], [3.783822, 1.189262, -0.713723], [4.790741, 1.204849, 0.744806], [1.378449, -5.171599, 3.805572], [1.142063, -3.868943, 3.099156], [1.547553, -2.662554, 3.685587], [1.543388, -1.476568, 2.961705], [1.105632, -1.464419, 1.622678], [1.325169, -0.303447, 0.644843], [0.095150, -0.124446, -0.197351], [0.112773, -0.166962, -1.595154], [-1.075723, -0.288834, -2.301973], [-2.267925, -0.446144, -1.596523], [-3.433871, -0.757646, -2.310901], [-4.081589, -1.952595, -2.016303], [-5.359510, -2.085838, -2.574101], [-5.948967, -3.345705, -2.612947], [-5.281541, -4.455058, -2.078786], [-4.041185, -4.292083, -1.456605], [-3.439262, -3.028694, -1.387907], [-2.321645, -0.279135, -0.210813], [-1.143885, -0.010639, 0.452855], [0.571136, -2.667941, 1.087293], [0.555884, -3.840977, 1.827979], [0.748138, -5.966264, 3.398534], [2.421950, -5.500686, 3.699816], [1.186180, -5.078993, 4.879492], [1.896650, -2.676972, 4.717407], [1.904313, -0.541260, 3.407571], [1.674991, 0.625341, 1.096973], [1.065094, -0.156611, -2.122539], [-1.087636, -0.347956, -3.389659], [-5.827488, -1.199682, -2.997794], [-6.932907, -3.453845, -3.073740], [-5.734445, -5.445974, -2.147292], [-3.520561, -5.147768, -1.021005], [-2.474228, -2.894008, -0.895347], [-3.277088, -0.349953, 0.314344], [-1.160987, 0.187955, 1.527210], [0.181850, -2.670202, 0.067473], [0.115934, -4.750919, 1.409382]], "atomic_forces_ev_per_a": [[0.51, -0.20, 0.33], [-0.06, -0.89, -1.44], [0.17, 0.45, 1.14], [-0.57, -0.29, 0.88], [2.15, 0.51, -1.12], [-1.91, 3.04, 1.14], [-1.34, -0.38, 0.23], [0.27, -0.09, -0.77], [-0.58, -0.18, -0.53], [0.73, -0.32, 0.29], [-1.05, 0.09, 0.10], [0.29, 0.01, -0.11], [0.25, 0.11, -0.07], [-0.37, 0.04, 0.32], [0.49, 0.19, 0.73], [0.63, 0.29, 0.26], [0.44, -0.48, 0.14], [0.13, -0.27, 0.02], [-0.06, 0.23, -0.13], [-0.04, -0.02, 0.00], [0.42, -0.17, -0.30], [-0.06, 0.08, -0.08], [0.19, -0.13, -0.86], [-0.75, 0.85, -0.80], [-0.04, -0.08, 0.16], [0.03, -0.25, -0.10], [0.13, 0.33, 0.07], [-0.17, -0.03, 0.19], [-0.09, 0.29, 0.20], [-0.15, -0.09, -0.18], [0.19, -0.08, -0.26], [-0.10, 0.23, 0.07], [0.24, -0.03, -0.22], [-0.15, -0.16, 0.07], [-0.06, -0.18, 0.00], [0.22, 0.07, 0.25], [-0.11, 0.07, -0.10], [0.19, 0.01, 0.35], [-0.20, -0.02, 0.27], [-0.14, -0.09, 0.14], [-0.02, 0.15, -0.25], [0.09, 0.17, 0.15], [-0.14, -0.02, 0.10], [0.03, 0.13, 0.16], [0.21, -0.17, -0.01], [0.01, -0.13, 0.07], [-0.07, 0.02, -0.17], [0.02, 0.13, 0.05], [-0.26, -0.12, 0.04], [0.15, -0.09, 0.12], [-0.04, -0.18, -0.22], [-0.05, -0.19, 0.28], [-0.17, 0.19, -0.03], [0.04, -0.23, -0.29], [-0.19, 0.28, -0.52], [-0.40, -0.46, 0.51], [0.84, -2.37, -0.62], [-0.27, 0.42, -0.40], [0.12, 0.08, 0.53], [-0.69, -0.24, -0.05], [-0.20, -0.20, -0.09], [-0.03, 0.02, 0.67], [0.48, 0.03, -0.49], [0.41, -0.21, 0.20], [0.09, 0.06, 0.17], [0.00, 0.01, 0.01], [-0.17, 0.36, 0.06], [-0.27, -0.08, -0.27], [-0.20, 0.30, -0.52], [0.28, -0.48, 0.26], [0.09, 0.48, 0.32], [0.36, 0.11, 0.20], [0.02, 0.07, 0.09], [-0.20, 0.14, -0.05], [-0.03, -0.08, -0.12], [0.04, 0.05, -0.21], [-0.12, -0.43, -0.16], [0.18, -0.20, 0.15], [-0.25, -0.08, 0.12], [-0.02, -0.05, 0.25], [0.07, -0.25, -0.02], [0.30, -0.05, 0.15], [0.14, 0.31, 0.05], [-0.22, 0.24, -0.13], [-0.29, -0.06, -0.29], [0.28, 0.11, -0.19], [0.02, -0.26, -0.24], [0.06, 0.04, 0.23], [0.28, 0.25, 0.08]], "lowdin_charge": [-0.12, -0.59, -0.14, -0.13, -0.47, -0.60, -0.26, -0.05, -0.02, -0.23, -0.20, -0.06, -0.07, -0.02, -0.03, 0.15, -0.43, -0.02, -0.01, -0.44, -0.01, 0.00, 0.13, 1.06, 0.08, 0.08, 0.08, 0.11, 0.10, 0.09, 0.09, 0.09, 0.08, 0.09, 0.09, 0.08, 0.09, 0.10, 0.11, 0.10, 0.10, 0.10, 0.10, 0.10, 0.09, 0.10, 0.10, 0.08, 0.09, 0.09, 0.10, -0.06, -0.28, -0.04, -0.01, -0.21, -0.06, -0.22, -0.01, 0.01, -0.27, 0.00, -0.24, -0.02, -0.09, -0.11, -0.08, -0.01, -0.01, -0.03, -0.02, -0.03, 0.07, 0.08, 0.08, 0.11, 0.12, 0.13, 0.11, 0.12, 0.12, 0.10, 0.10, 0.10, 0.11, 0.14, 0.14, 0.13, 0.11]}